{
  "formula": "C18H33N6OReS3",
  "method": "ωB97M-V with the def2-TZVPD basis set",
  "symbols": ["Re", "C", "C", "N", "C", "S", "N", "N", "C", "C", "C", "C", "C", "C", "C", "N", "H", "H", "H", "H", "H", "H", "H", "H", "H", "H", "H", "H", "H", "C", "C", "N", "C", "C", "S", "C", "C", "N", "H", "H", "H", "H", "H", "H", "H", "H", "H", "H", "H", "H", "H", "H", "C", "S", "C", "O", "H", "H", "H", "H", "H", "H"],
  "xyz": [[0.4767, 0.6703, -0.5315], [-5.7335, 2.0952, -2.2706], [-4.7069, 1.8927, -1.1741], [-3.3408, 2.0258, -1.7244], [-2.3277, 1.2388, -1.4187], [-0.7930, 1.4835, -2.3400], [-2.3965, 0.3360, -0.4558], [-1.2278, -0.4355, -0.5293], [-1.2587, -1.6589, -0.9481], [-2.5208, -2.4144, -1.1238], [0.0649, -2.1431, -1.3722], [0.3135, -3.4263, -1.8110], [1.5731, -3.7426, -2.3135], [2.5420, -2.7584, -2.3669], [2.2313, -1.4899, -1.9059], [1.0265, -1.1768, -1.4191], [-6.7344, 2.0097, -1.8514], [-5.6277, 1.3476, -3.0560], [-5.6511, 3.0883, -2.7145], [-4.7731, 0.9038, -0.7243], [-4.8247, 2.6294, -0.3776], [-3.1998, 2.7210, -2.4441], [-3.2689, -1.7751, -1.5933], [-2.9162, -2.6900, -0.1421], [-2.3878, -3.3116, -1.7182], [-0.4635, -4.1759, -1.7747], [1.7819, -4.7421, -2.6720], [3.5265, -2.9526, -2.7685], [2.9628, -0.6951, -1.9561], [0.7530, 1.1006, 2.3694], [0.2095, 2.4680, 1.9948], [-0.1489, 2.4881, 0.5298], [0.3103, 3.7355, -0.1658], [1.7943, 3.7188, -0.4955], [2.3605, 2.1323, -1.2398], [3.5903, 1.5256, -0.0324], [2.9879, 1.3648, 1.3457], [1.6843, 0.6481, 1.3023], [-0.0440, 0.3580, 2.4344], [1.2570, 1.1383, 3.3377], [0.9324, 3.2615, 2.1772], [-0.6720, 2.7024, 2.5900], [-1.1677, 2.5014, 0.4749], [0.0878, 4.6028, 0.4589], [-0.2710, 3.8224, -1.0799], [2.4306, 3.9011, 0.3693], [2.0134, 4.4952, -1.2272], [4.4462, 2.2004, -0.0405], [3.9287, 0.5719, -0.4399], [2.8271, 2.3423, 1.7964], [3.6777, 0.8313, 2.0022], [1.8034, -0.3789, 1.4284], [0.9048, -2.8027, 3.9117], [0.5145, -3.1113, 2.1984], [1.7164, -4.3917, 1.8805], [0.9999, -1.8900, 1.4143], [0.6514, -3.6942, 4.4856], [0.2826, -1.9783, 4.2541], [1.9645, -2.5716, 4.0142], [1.5254, -5.2231, 2.5591], [2.7180, -3.9921, 2.0338], [1.5851, -4.7309, 0.8556]],
  "multiplicity": 4,
  "e_tot_ev": -64800.64846,
  "total_charge": 3,
  "e_above_lowest_kcal_mol": 0.0,
  "max_force_ev_per_a": 0.87
}

---

{
  "formula": "C5H8N2",
  "method": "ωB97M-V with the def2-TZVPD basis set",
  "symbols": ["C", "C", "C", "C", "N", "N", "C", "H", "H", "H", "H", "H", "H", "H", "H"],
  "xyz": [[1.3243, -1.6245, 1.1278], [1.5050, -0.1758, 0.9822], [-0.2279, 0.6689, -1.3186], [0.6435, -0.3393, -1.8912], [1.3188, -1.1257, -2.4049], [-1.1795, 0.3296, -0.5556], [-2.0443, 1.3866, -0.0752], [1.2077, -2.1674, 0.1848], [2.3608, -1.8420, 1.4790], [0.6525, -2.0073, 1.9082], [1.3274, 0.2597, 1.9901], [-0.0198, 1.7018, -1.6238], [-1.7980, 2.3811, -0.4767], [-1.9951, 1.4183, 1.0179], [-3.0754, 1.1361, -0.3441]],
  "e_tot_ev": -8289.55056,
  "e_above_lowest_kcal_mol": 125.6,
  "max_force_ev_per_a": 1.13
}

---

{
  "formula": "C32H44BrN3P2W",
  "method": "ωB97M-V with the def2-TZVPD basis set",
  "symbols": ["C", "C", "C", "C", "N", "C", "C", "C", "C", "C", "C", "C", "C", "C", "W", "P", "H", "H", "H", "H", "H", "H", "H", "H", "C", "C", "H", "H", "H", "H", "H", "C", "C", "H", "H", "H", "H", "H", "C", "C", "H", "H", "H", "H", "H", "Br", "P", "C", "C", "H", "H", "H", "H", "H", "C", "C", "H", "H", "H", "H", "H", "C", "C", "H", "H", "H", "H", "H", "N", "C", "N", "C", "C", "C", "C", "C", "C", "H", "H", "H", "H", "H", "H"],
  "xyz": [[1.1106, -3.2822, 3.6035], [1.8983, -3.8039, 2.5565], [2.4107, -5.1012, 2.7561], [1.9915, -5.8147, 3.8745], [1.2139, -5.3573, 4.8403], [0.7686, -4.1197, 4.6820], [2.1288, -3.0626, 1.2922], [3.2472, -2.6129, 0.4797], [4.2675, -3.2831, -0.2831], [3.4455, -3.9925, -1.2459], [3.6769, -3.5622, -2.5338], [5.0165, -3.6596, -3.0679], [5.9745, -3.4764, -2.0244], [5.6415, -3.2358, -0.6788], [1.4795, -2.0862, -0.2374], [-1.5804, -2.3712, 0.9777], [3.0982, -5.5803, 2.0605], [0.7419, -2.2467, 3.6393], [2.3311, -6.8284, 4.0095], [0.1264, -3.7364, 5.4730], [6.4345, -3.0342, 0.0496], [2.7036, -4.7488, -0.9098], [7.0134, -3.5659, -2.3343], [0.0055, -2.3332, 0.7504], [-2.3854, -1.2810, -0.2249], [-3.8299, -1.6362, -0.5964], [-1.7700, -1.2547, -1.1387], [-2.3679, -0.2705, 0.2066], [-4.2560, -0.8836, -1.2799], [-3.9172, -2.6087, -1.1034], [-4.4839, -1.6391, 0.2876], [-2.1195, -4.0534, 0.6480], [-1.6816, -5.1322, 1.6404], [-1.7655, -4.2988, -0.3703], [-3.2230, -4.0151, 0.6161], [-2.0542, -6.1034, 1.2792], [-0.5897, -5.1867, 1.7364], [-2.1090, -4.9475, 2.6359], [-2.0820, -1.8905, 2.6389], [-3.5975, -1.8155, 2.9614], [-1.6349, -0.9024, 2.8370], [-1.5912, -2.5959, 3.3254], [-3.7611, -1.6514, 4.0415], [-4.0899, -0.9766, 2.4435], [-4.1330, -2.7435, 2.7022], [5.4674, -3.9961, -4.7333], [1.7920, -2.6384, -2.5016], [-0.0792, -1.8773, -2.4477], [-0.7564, -1.4581, -3.7651], [-0.1032, -0.9684, -1.8105], [-0.6823, -2.6656, -1.9834], [-1.6703, -0.8949, -3.5108], [-0.1297, -0.7692, -4.3670], [-1.0780, -2.3057, -4.3826], [2.3152, -1.6482, -4.0343], [2.1284, -2.2790, -5.4137], [3.3676, -1.3680, -3.9198], [1.7752, -0.7047, -4.0250], [2.5366, -1.5939, -6.1865], [2.6340, -3.2531, -5.4627], [1.0720, -2.4446, -5.6909], [1.3711, -4.3064, -3.2672], [0.0955, -4.5755, -4.0424], [1.4209, -5.0440, -2.4531], [2.2529, -4.4701, -3.9130], [0.1241, -5.6412, -4.2991], [-0.8036, -4.4408, -3.4366], [-0.0144, -4.0249, -4.9840], [3.5973, 1.3868, 0.4750], [3.4516, 0.1177, 0.0865], [2.1394, -0.1915, 0.0315], [1.4021, 0.9532, 0.4485], [0.0923, 1.0418, 0.8883], [-0.2627, 2.2423, 1.5497], [0.6958, 3.2440, 1.8392], [2.0309, 3.0963, 1.4438], [2.3431, 1.9311, 0.7408], [4.4767, 1.8714, 0.5994], [4.2957, -0.5356, -0.0736], [-0.5846, 0.1902, 0.6979], [-1.2967, 2.3808, 1.8731], [0.3805, 4.1436, 2.3952], [2.8042, 3.8272, 1.6740]],
  "multiplicity": 3,
  "e_tot_ev": -128762.20318,
  "total_charge": 4,
  "e_above_lowest_kcal_mol": 52.9,
  "max_force_ev_per_a": 5.24
}

---

{
  "formula": "C47H33CoI4N4OSi",
  "method": "ωB97M-V with the def2-TZVPD basis set",
  "symbols": ["Co", "I", "C", "C", "C", "C", "C", "C", "C", "C", "C", "C", "C", "C", "C", "C", "C", "C", "I", "C", "C", "C", "N", "C", "C", "C", "C", "C", "C", "I", "C", "C", "C", "C", "C", "C", "N", "C", "C", "C", "C", "C", "N", "C", "C", "C", "C", "I", "C", "C", "C", "C", "N", "H", "H", "H", "H", "H", "H", "H", "H", "H", "H", "H", "H", "H", "H", "H", "H", "H", "H", "H", "H", "H", "H", "H", "H", "C", "Si", "C", "C", "O", "H", "H", "H", "H", "H", "H", "H", "H", "H"],
  "xyz": [[-0.1070, -0.3385, -0.0223], [3.0894, 1.9344, -8.9234], [2.4530, 1.3958, -6.9788], [3.1621, 1.8489, -5.8806], [2.7368, 1.5045, -4.6111], [1.5977, 0.7251, -4.4306], [0.8992, 0.2815, -5.5491], [1.3289, 0.6029, -6.8232], [1.1106, 0.4077, -3.0777], [1.9078, -0.3257, -2.2051], [3.2062, -0.8194, -2.4871], [3.7438, -1.2118, -1.2919], [2.7560, -0.9791, -0.2984], [2.8490, -1.3441, 1.0877], [4.0254, -1.2124, 1.8847], [3.9685, -1.4444, 3.2802], [5.0770, -1.3223, 4.0831], [6.3027, -0.9691, 3.5355], [8.0074, -0.7922, 4.7708], [6.3922, -0.6846, 2.1813], [5.2748, -0.7788, 1.3828], [1.6868, -2.0189, 1.5711], [0.4279, -1.7661, 1.1493], [-0.3832, -2.7121, 1.7416], [-1.7722, -2.6472, 1.7985], [-2.5418, -3.7614, 2.3843], [-3.2320, -3.6368, 3.5859], [-4.0185, -4.6702, 4.0622], [-4.1256, -5.8337, 3.3222], [-5.3569, -7.4085, 4.0222], [-3.4366, -5.9835, 2.1321], [-2.6386, -4.9530, 1.6730], [-2.4795, -1.5324, 1.3446], [-3.8580, -1.2781, 1.5836], [-4.1457, -0.0826, 0.9965], [-2.9467, 0.3585, 0.3620], [-1.9404, -0.5203, 0.5950], [-2.8946, 1.4098, -0.5707], [-1.8440, 1.5178, -1.4803], [-1.8282, 2.3937, -2.6080], [-0.7564, 2.0424, -3.3670], [-0.0895, 0.9917, -2.6730], [-0.7502, 0.7013, -1.5109], [-4.0922, 2.2427, -0.7319], [-4.5542, 3.0238, 0.3240], [-5.6902, 3.7974, 0.1869], [-6.3875, 3.7670, -1.0080], [-8.1228, 4.9531, -1.2267], [-5.9624, 2.9791, -2.0634], [-4.8155, 2.2224, -1.9238], [0.4151, -3.6230, 2.4805], [1.7026, -3.1753, 2.4000], [1.6248, -0.5079, -0.8642], [4.0312, 2.4764, -6.0093], [3.2755, 1.8640, -3.7489], [0.0178, -0.3283, -5.4180], [0.7844, 0.2482, -7.6856], [3.6513, -0.8733, -3.4609], [4.6985, -1.6764, -1.1406], [3.0247, -1.6819, 3.7448], [4.9898, -1.4907, 5.1456], [7.3336, -0.3856, 1.7447], [5.3785, -0.5018, 0.3488], [-3.1461, -2.7292, 4.1625], [-4.5435, -4.5663, 5.0000], [-3.5186, -6.8932, 1.5594], [-2.1021, -5.0673, 0.7437], [-4.5169, -1.9240, 2.1286], [-5.0941, 0.4171, 0.9577], [-2.5354, 3.1786, -2.7850], [-0.4408, 2.4717, -4.2983], [-4.0003, 3.0314, 1.2499], [-6.0234, 4.4256, 0.9993], [-6.5179, 2.9581, -2.9885], [-4.4884, 1.5897, -2.7360], [0.0354, -4.4627, 3.0289], [2.5788, -3.6414, 2.8035], [2.7174, 2.0415, 2.4610], [1.2543, 2.5069, 1.3002], [0.2266, 3.9152, 2.0962], [2.0238, 3.0996, -0.3543], [0.3501, 1.2367, 1.0766], [3.1906, 2.9139, 2.8960], [3.4687, 1.4805, 1.9153], [2.3466, 1.4089, 3.2608], [0.8033, 4.8310, 2.1723], [-0.0874, 3.6285, 3.0934], [-0.6629, 4.1265, 1.5124], [2.8294, 3.8101, -0.2149], [1.2744, 3.5555, -0.9918], [2.4174, 2.2386, -0.8837]],
  "multiplicity": 5,
  "e_tot_ev": -135191.14100,
  "e_above_lowest_kcal_mol": 6.9,
  "max_force_ev_per_a": 2.52
}